Record 1
ORCA calculation (wB97M-V/def2-TZVPD) on one molecule with the formula C25H34N6O2.

Each line ends with the Löwdin charge.
Cartesian coordinates (Å):
C 0.335 -5.701 -5.438  -0.108
C 0.184 -5.810 -3.926  -0.238
C 0.776 -4.588 -3.213  -0.157
N 0.042 -3.391 -3.511  -0.171
C -1.138 -2.998 -2.991  -0.024
C -1.499 -1.826 -3.623  -0.161
C -2.714 -0.989 -3.359  -0.144
N -2.602 -0.060 -2.242  -0.160
C -1.617 0.982 -2.451  -0.187
C -1.763 2.059 -1.382  -0.114
C -1.585 1.439 0.004  -0.268
N -1.797 2.427 1.034  -0.054
N -3.018 2.901 1.259  0.088
C -2.914 3.753 2.259  -0.148
C -1.592 3.848 2.702  -0.010
C -0.897 2.981 1.879  -0.233
N 0.465 2.667 1.895  0.166
C 1.316 2.804 0.846  -0.472
O 0.978 3.135 -0.268  0.084
C 2.768 2.499 1.204  -0.056
C 2.957 1.203 1.989  -0.192
O 2.518 1.414 3.318  -0.080
C 2.615 0.390 4.221  -0.260
C 3.120 -0.872 3.939  -0.025
C 3.168 -1.829 4.941  -0.084
C 2.720 -1.544 6.216  -0.100
C 2.214 -0.283 6.495  -0.083
C 2.159 0.678 5.508  -0.011
C -2.581 0.292 0.165  -0.120
C -2.397 -0.713 -0.967  -0.200
C -0.446 -1.589 -4.537  -0.306
C -0.292 -0.473 -5.508  -0.031
N 0.462 -2.547 -4.451  0.125
H 1.386 -5.689 -5.714  0.073
H -0.144 -6.544 -5.930  0.068
H -0.120 -4.783 -5.799  0.063
H -0.873 -5.895 -3.666  0.103
H 0.694 -6.704 -3.564  0.104
H 0.769 -4.747 -2.130  0.121
H 1.803 -4.425 -3.548  0.124
H -1.633 -3.564 -2.227  0.129
H -2.951 -0.398 -4.248  0.119
H -3.565 -1.644 -3.146  0.123
H -0.586 0.584 -2.426  0.130
H -1.790 1.423 -3.435  0.122
H -1.013 2.835 -1.532  0.104
H -2.759 2.499 -1.435  0.122
H -0.561 1.063 0.109  0.146
H -3.780 4.268 2.625  0.096
H -1.196 4.453 3.491  0.093
H 0.877 2.484 2.803  0.138
H 3.332 2.448 0.273  0.128
H 3.156 3.330 1.799  0.133
H 4.020 0.929 1.988  0.133
H 2.384 0.388 1.524  0.138
H 3.478 -1.122 2.953  0.103
H 3.565 -2.808 4.712  0.105
H 2.763 -2.296 6.989  0.100
H 1.860 -0.049 7.488  0.105
H 1.771 1.664 5.710  0.116
H -3.588 0.707 0.128  0.113
H -2.442 -0.202 1.129  0.120
H -1.388 -1.164 -0.893  0.121
H -3.134 -1.515 -0.868  0.123
H 0.497 -0.720 -6.213  0.076
H -0.024 0.451 -4.996  0.069
H -1.222 -0.307 -6.049  0.077

**SMILES**: CCCn1cc(CN2CCC(n3nccc3NC(=O)CCOc3ccccc3)CC2)c(C)n1
**HOMO-LUMO gap**: 0.322 Eh
**F_max**: 0.016 hartree/bohr
**Charge**: 0
**E_HOMO**: -8.3 eV

---

Record 2
ORCA calculation (wB97M-V/def2-TZVPD) on C30H31N5O9S2 as an isolated structure.

Each line ends with the Löwdin charge.
Cartesian coordinates (Å):
N -1.530 1.933 -6.739  0.188
C -1.539 1.230 -5.835  -0.340
O -1.566 0.425 -4.820  0.044
C -1.228 1.063 -3.582  -0.130
C 0.150 0.993 -3.220  -0.113
C 1.146 0.398 -4.171  -0.034
C 2.388 -0.230 -3.588  -0.358
O 3.451 -0.036 -4.128  0.132
C 2.311 -1.106 -2.389  -0.171
C 1.706 -2.357 -2.451  -0.032
C 1.714 -3.181 -1.336  -0.089
C 2.260 -2.732 -0.140  -0.084
C 2.829 -1.466 -0.070  -0.055
C 2.885 -0.669 -1.203  -0.021
C 0.541 1.552 -2.040  0.068
C -0.422 2.207 -1.241  -0.319
N -0.204 2.816 -0.070  -0.192
S -1.592 3.413 0.414  1.081
N -2.544 2.951 -0.796  -0.180
C -1.772 2.282 -1.660  -0.308
C -2.216 1.671 -2.872  -0.094
C -3.641 1.740 -3.307  -0.098
C -4.682 1.357 -2.240  -0.182
C -4.235 0.322 -1.232  -0.210
C -4.222 -1.135 -1.717  -0.176
C -2.835 -1.665 -2.080  -0.176
C -1.748 -1.422 -1.029  -0.251
C -2.202 -1.553 0.412  -0.407
S -0.778 -1.204 1.512  1.086
C -1.271 0.297 2.187  -0.613
N -0.488 1.266 2.530  -0.141
N -1.318 2.225 3.097  0.095
C -2.510 1.768 3.016  -0.186
O -2.586 0.543 2.452  0.062
H 1.503 1.176 -4.841  0.145
H 0.681 -0.356 -4.800  0.135
H 1.268 -2.703 -3.375  0.118
H 1.275 -4.164 -1.376  0.104
H 2.223 -3.351 0.742  0.106
H 3.223 -1.086 0.858  0.100
H 3.352 0.302 -1.161  0.122
H 1.568 1.526 -1.718  0.122
H -3.843 2.773 -3.587  0.133
H -3.784 1.159 -4.207  0.114
H -4.979 2.255 -1.711  0.099
H -5.567 1.004 -2.761  0.113
H -3.260 0.589 -0.843  0.067
H -4.910 0.387 -0.381  0.117
H -4.652 -1.771 -0.950  0.106
H -4.861 -1.244 -2.590  0.112
H -2.497 -1.240 -3.022  0.096
H -2.916 -2.736 -2.260  0.114
H -0.938 -2.130 -1.182  0.092
H -1.304 -0.438 -1.167  0.084
H -2.515 -2.561 0.654  0.089
H -2.975 -0.851 0.684  0.057
H -3.403 2.264 3.336  0.141
C 1.510 2.309 3.629  -0.074
C 1.270 1.373 2.461  -0.292
O 2.600 1.228 1.926  0.057
C 3.490 1.493 2.899  -0.602
O 4.659 1.284 2.825  0.132
O 2.871 2.008 3.984  0.057
H 0.856 2.122 4.476  0.127
H 1.451 3.361 3.347  0.137
H 0.910 0.393 2.771  0.116
H 0.606 1.772 1.699  0.074
C 5.048 -1.938 6.028  -0.108
C 4.579 -1.318 4.726  -0.112
O 3.515 -2.199 4.341  0.054
C 3.044 -2.818 5.448  -0.578
O 2.059 -3.479 5.488  0.159
O 3.856 -2.575 6.504  0.058
H 5.400 -1.211 6.754  0.132
H 5.816 -2.699 5.876  0.131
H 4.176 -0.315 4.863  0.117
H 5.343 -1.290 3.955  0.134

**HOMO-LUMO gap**: 0.281 Eh
**F_max**: 0.239 hartree/bohr
**Charge**: 0
**E_HOMO**: -8.9 eV

---

Record 3
ORCA calculation (wB97M-V/def2-TZVPD) on C34H23Cl5F2N8RuS2 as an isolated structure.

Each line ends with the Löwdin charge.
Cartesian coordinates (Å):
Ru -0.056 -0.257 0.389  1.187
C 4.258 -2.456 2.463  -0.033
N 2.885 -2.813 2.691  -0.132
C 2.380 -3.356 3.842  -0.020
C 1.052 -3.519 3.681  -0.019
N 0.729 -3.064 2.412  0.009
C 1.873 -2.605 1.819  -0.752
S 2.066 -1.962 0.280  0.696
C -0.551 -3.171 1.867  -0.246
C -1.324 -4.272 2.245  0.026
C -2.638 -4.345 1.832  -0.019
C -3.138 -3.323 1.033  -0.026
C -2.283 -2.310 0.644  -0.165
N -1.009 -2.228 1.040  -0.003
H 4.892 -3.029 3.137  0.102
H 4.409 -1.391 2.646  0.084
H 4.522 -2.677 1.430  0.078
H 3.004 -3.584 4.682  0.134
H 0.307 -3.857 4.370  0.130
H -0.883 -5.055 2.841  0.121
H -3.262 -5.176 2.120  0.122
H -4.159 -3.330 0.693  0.118
H -2.610 -1.520 -0.021  0.095
N 2.166 -0.423 -3.785  0.145
C 3.084 0.571 -3.932  -0.224
C 3.914 0.612 -5.059  -0.008
C 4.829 1.626 -5.206  -0.050
C 4.948 2.623 -4.229  -0.060
C 4.157 2.590 -3.104  -0.085
C 3.219 1.571 -2.944  -0.389
S 2.277 1.455 -1.486  1.114
N 1.224 0.224 -1.681  -0.346
C 1.263 -0.602 -2.760  -0.349
C 0.413 -1.735 -2.855  -0.276
C 0.228 -2.425 -4.090  -0.029
C -0.434 -3.623 -4.112  -0.063
C -0.927 -4.131 -2.909  -0.053
C -0.823 -3.341 -1.778  -0.153
N -0.223 -2.165 -1.724  0.019
H 2.201 -1.161 -4.476  0.139
H 3.828 -0.164 -5.805  0.120
H 5.456 1.656 -6.083  0.115
H 5.664 3.415 -4.367  0.112
H 4.250 3.344 -2.340  0.115
H 0.564 -1.985 -5.018  0.105
H -0.579 -4.170 -5.030  0.113
H -1.406 -5.093 -2.856  0.102
H -1.250 -3.717 -0.861  0.086
N -5.439 4.107 -0.393  0.190
C -4.689 3.327 -0.765  -0.177
C -3.795 2.349 -1.266  -0.213
C -3.665 2.166 -2.644  0.008
C -2.810 1.175 -3.088  -0.028
C -2.126 0.415 -2.153  -0.151
N -2.217 0.605 -0.838  -0.009
C -3.037 1.555 -0.403  -0.112
H -4.223 2.780 -3.335  0.132
H -2.672 0.987 -4.141  0.116
H -1.481 -0.390 -2.468  0.078
H -3.103 1.705 0.665  0.121
Cl 1.974 0.229 2.732  0.782
C 1.494 1.716 2.032  -0.695
C 0.703 1.671 0.881  -0.387
C 0.381 2.928 0.363  -0.728
Cl -0.432 3.033 -1.150  0.754
C 0.756 4.127 0.967  -0.701
Cl 0.311 5.639 0.284  0.706
C 1.498 4.108 2.147  -0.703
Cl 1.915 5.565 2.942  0.717
C 1.898 2.882 2.671  -0.706
Cl 2.846 2.824 4.096  0.714
F -1.265 1.456 2.583  -0.004
C -1.236 0.190 2.088  -0.434
F -0.760 -0.578 3.127  -0.060
H -2.301 -0.098 1.976  0.102

**HOMO-LUMO gap (spin up / spin down)**: 0.214 / 0.221 Eh
**F_max**: 0.023 hartree/bohr
**Charge**: +1
**Spin multiplicity**: 6
**E_HOMO (spin up / spin down)**: -8.4 / -10.6 eV

---

Record 4
ORCA calculation (wB97M-V/def2-TZVPD) on one molecule with the formula C4H9NO.

Each line ends with the Löwdin charge.
Cartesian coordinates (Å):
O 0.274 2.031 0.279  -0.100
C 0.978 0.832 0.617  -0.243
C 1.044 -0.311 -0.417  -0.190
N -0.214 -0.945 -0.806  -0.112
C -1.081 -1.372 0.280  -0.148
C -1.399 -0.147 -0.493  -0.140
H 0.461 2.306 -0.627  0.096
H 0.470 0.464 1.515  0.109
H 2.001 1.099 0.900  0.113
H 1.528 0.038 -1.339  0.114
H 1.714 -1.084 -0.007  0.122
H -1.662 -2.273 0.091  0.099
H -0.707 -1.296 1.301  0.099
H -1.220 0.834 -0.058  0.082
H -2.188 -0.176 -1.237  0.100

**SMILES**: OCCN1CC1
**HOMO-LUMO gap**: 0.366 Eh
**F_max**: 0.012 hartree/bohr
**Charge**: 0
**E_HOMO**: -9.0 eV

---

Record 5
ORCA calculation (wB97M-V/def2-TZVPD) on C21H19ClCoN3O2S as an isolated structure.

Each line ends with the Löwdin charge.
Cartesian coordinates (Å):
Co -0.012 -0.117 -0.784  0.800
Cl -4.635 -4.929 2.353  0.860
C -3.674 -3.955 1.369  -0.617
C -3.882 -3.944 -0.030  -0.044
C -3.100 -3.161 -0.814  0.059
C -2.065 -2.325 -0.255  -0.277
O -1.368 -1.622 -1.031  -0.021
C -1.872 -2.349 1.188  -0.081
C -0.817 -1.599 1.858  -0.021
N -0.105 -0.701 1.300  0.067
C 0.966 -0.103 2.011  -0.212
C 1.015 0.106 3.365  0.011
C 2.171 0.656 3.956  -0.028
C 3.262 0.970 3.194  0.011
C 3.231 0.784 1.791  -0.128
C 4.326 1.067 0.942  0.043
C 4.213 0.852 -0.402  -0.004
C 2.989 0.397 -0.915  -0.074
N 1.941 0.133 -0.160  0.042
C 2.061 0.282 1.196  -0.152
C -2.664 -3.166 1.953  -0.015
H -4.660 -4.566 -0.451  0.130
H -3.227 -3.134 -1.888  0.138
H -0.633 -1.883 2.896  0.144
H 0.167 -0.140 3.991  0.124
H 2.191 0.817 5.024  0.124
H 4.157 1.368 3.652  0.132
H 5.247 1.445 1.369  0.138
H 5.035 1.041 -1.077  0.125
H 2.863 0.252 -1.981  0.113
H -2.524 -3.217 3.026  0.131
S -1.870 3.824 0.593  1.129
C -2.546 3.326 -0.893  -0.340
C -1.984 2.161 -1.290  -0.218
N -1.038 1.657 -0.425  -0.097
C -0.888 2.452 0.612  -0.445
H -3.305 3.905 -1.394  0.090
H -2.229 1.618 -2.190  0.115
H -0.190 2.258 1.413  0.080
C 0.929 1.926 -3.568  -0.060
C 0.083 0.752 -3.981  -0.222
O -0.045 -0.180 -2.864  -0.146
H 0.880 2.690 -4.344  0.100
H 1.977 1.652 -3.449  0.070
H 0.566 2.376 -2.641  0.067
H 0.534 0.210 -4.812  0.131
H -0.918 1.067 -4.275  0.120
H -0.550 -0.955 -3.142  0.107

**HOMO-LUMO gap (spin up / spin down)**: 0.290 / 0.216 Eh
**F_max**: 0.002 hartree/bohr
**Charge**: +2
**Spin multiplicity**: 5
**E_HOMO (spin up / spin down)**: -14.3 / -14.5 eV

---

Record 6
ORCA calculation (wB97M-V/def2-TZVPD) on C24H39Be2Br2F4NO17PS as an isolated structure.

Each line ends with the Löwdin charge.
Cartesian coordinates (Å):
C 3.761 -3.449 2.839  -0.149
C 4.062 -2.351 1.642  -0.278
O 5.476 -1.959 1.526  -0.357
S 6.412 -3.294 0.921  1.074
N 7.593 -2.688 -0.221  -0.294
C 7.200 -4.023 2.458  -0.359
C 8.763 -3.593 2.706  -0.168
H 4.454 -4.406 2.767  0.064
H 3.992 -2.903 3.873  0.047
H 2.646 -3.791 2.733  0.006
H 3.675 -2.792 0.606  0.113
H 3.447 -1.378 1.937  0.161
H 8.106 -3.515 -0.647  -0.155
H 7.042 -2.305 -1.047  0.076
H 7.131 -5.209 2.523  0.124
H 6.596 -3.636 3.412  0.117
H 9.105 -4.149 3.704  0.099
H 9.510 -3.953 1.869  0.039
H 8.886 -2.427 2.933  0.116
C -0.087 1.392 -1.064  0.179
C 0.014 0.053 -1.012  -0.344
C 1.388 -0.434 -0.563  -0.282
O 1.681 -1.619 -0.375  0.084
C 2.454 0.578 -0.340  0.183
C 2.357 1.918 -0.405  -0.318
C 0.953 2.408 -0.750  -0.269
O 0.620 3.596 -0.790  0.122
O 3.267 2.782 -0.214  0.146
O -0.876 -0.812 -1.280  0.098
H -1.032 1.833 -1.363  0.141
H 3.413 0.137 -0.092  0.139
Br 0.390 -3.123 3.948  0.657
C 0.232 -3.816 5.764  -0.683
C 1.502 -4.508 6.198  -0.671
Br 1.650 -6.279 5.394  0.658
H -0.646 -4.468 5.782  0.050
H 0.039 -2.938 6.387  0.057
H 1.496 -4.686 7.277  0.055
H 2.409 -3.959 5.930  0.055
Be 9.801 -3.015 -1.044  0.362
C -0.908 5.090 -3.194  -0.091
C -1.914 6.133 -3.636  -0.268
O -2.673 5.742 -4.775  -0.113
C -3.815 4.859 -4.597  -0.567
O -4.637 5.336 -3.665  -0.223
C -3.420 3.345 -4.378  -0.523
F -2.348 3.007 -5.153  0.098
F -4.422 2.504 -4.763  0.059
F -3.096 3.009 -3.107  0.107
H -0.432 4.606 -4.052  0.080
H -0.134 5.547 -2.570  0.071
H -1.382 4.313 -2.591  0.049
H -1.350 7.015 -3.955  0.107
H -2.542 6.467 -2.802  0.112
H -4.204 4.829 -5.625  0.057
Be -6.286 4.729 -5.238  0.419
C -9.490 10.847 -7.562  -0.076
C -8.422 11.387 -6.628  -0.229
O -8.226 10.504 -5.516  0.016
C -7.469 9.408 -5.764  -0.550
O -6.944 9.121 -6.830  0.103
O -7.417 8.665 -4.630  -0.010
C -6.722 7.430 -4.779  -0.134
H -10.412 10.633 -7.011  0.079
H -9.709 11.564 -8.358  0.073
H -9.172 9.907 -8.025  0.077
H -8.751 12.348 -6.217  0.117
H -7.477 11.569 -7.155  0.122
H -5.724 7.582 -5.205  0.095
H -7.308 6.747 -5.402  -0.019
H -6.607 6.983 -3.788  0.073
O -0.003 -12.918 4.872  0.070
C -0.205 -11.715 4.877  -0.466
O 0.759 -10.773 5.096  0.006
C 0.151 -9.483 5.140  -0.221
C -1.150 -9.630 4.397  -0.162
C -1.539 -11.057 4.692  -0.111
H 0.002 -9.202 6.188  0.117
H 0.810 -8.749 4.667  0.044
H -1.905 -8.900 4.700  0.122
H -0.978 -9.512 3.320  0.124
H -2.110 -11.139 5.621  0.136
H -2.087 -11.504 3.859  0.086
O -4.196 -11.656 3.466  -0.603
H -4.672 -12.367 3.077  -0.240
F 5.141 -2.147 4.999  -0.732
O 5.983 3.234 4.194  -0.209
P 5.303 3.261 2.815  -0.107
O 4.792 4.681 2.524  -0.208
O 4.119 2.279 2.809  -0.212
O 6.316 2.849 1.735  -0.236

**HOMO-LUMO gap**: 0.030 Eh
**F_max**: 0.124 hartree/bohr
**Charge**: -3
**E_HOMO**: -0.8 eV

---

Record 7
ORCA calculation (wB97M-V/def2-TZVPD) on a 19-piece molecular cluster, C7H49NO22 overall.

Each line ends with the Löwdin charge.
Cartesian coordinates (Å):
C -2.963 -2.108 2.658  0.040
C -3.944 -1.488 1.714  -0.555
O -4.689 -0.665 2.088  0.128
O -4.021 -1.884 0.438  0.001
C -2.742 -2.117 -0.173  -0.154
C -1.874 -0.880 -0.122  -0.147
C -0.496 -1.201 -0.649  -0.168
C 0.462 -0.082 -0.382  -0.127
O 0.439 0.143 1.066  0.009
C 0.795 1.353 1.383  -0.680
N 0.174 1.794 2.544  0.169
O 1.558 2.007 0.760  0.122
H -2.865 -3.181 2.563  0.070
H -2.012 -1.603 2.590  0.092
H -3.333 -1.902 3.649  0.060
H -2.223 -2.992 0.207  0.129
H -2.934 -2.321 -1.213  0.120
H -2.295 -0.169 -0.816  0.114
H -1.772 -0.474 0.872  0.101
H -0.499 -1.402 -1.717  0.082
H -0.086 -2.100 -0.192  0.124
H 1.456 -0.395 -0.653  0.126
H 0.207 0.814 -0.912  0.107
H 0.360 2.780 2.642  0.103
H 0.576 1.304 3.339  0.075
O -2.302 -5.493 2.627  -0.053
H -1.978 -6.180 2.035  0.039
H -2.148 -5.846 3.510  0.041
O -1.634 1.631 -2.479  -0.046
H -1.219 2.500 -2.417  0.059
H -2.535 1.784 -2.172  0.049
O -4.253 2.067 1.287  -0.015
H -4.402 1.148 1.566  0.036
H -4.692 2.594 1.962  0.082
O -1.233 -2.757 -3.235  -0.059
H -1.842 -3.071 -3.912  0.048
H -0.380 -2.707 -3.687  0.016
O 1.756 -2.283 2.980  -0.053
H 1.521 -1.592 2.350  0.006
H 1.810 -1.823 3.825  0.028
O 0.763 0.010 -3.461  -0.056
H 0.604 -0.415 -4.311  0.013
H 0.004 0.597 -3.348  -0.001
O 4.443 1.193 -0.001  -0.045
H 4.867 2.057 0.082  0.012
H 3.550 1.326 0.335  0.010
O 4.841 -0.822 -2.394  -0.070
H 3.970 -0.889 -2.802  0.020
H 4.680 -0.308 -1.592  -0.007
O 1.616 -3.188 -2.866  -0.044
H 1.500 -3.432 -1.941  0.046
H 2.446 -3.604 -3.124  0.050
O 6.815 2.460 0.799  -0.061
H 7.735 2.703 0.623  0.027
H 6.778 1.514 0.615  0.045
O 4.854 4.954 0.343  -0.059
H 5.632 4.530 0.725  0.006
H 4.111 4.486 0.739  0.029
O -2.259 3.152 0.433  -0.082
H -1.481 2.801 0.881  -0.005
H -2.989 2.609 0.766  -0.076
O -0.641 0.377 -6.054  -0.058
H -0.685 0.968 -6.812  0.039
H -1.566 0.225 -5.827  0.015
O 2.093 1.277 5.240  -0.051
H 2.648 2.063 5.287  0.046
H 1.667 1.236 6.103  0.042
O -5.751 -0.294 -1.525  -0.060
H -5.077 -0.785 -1.038  -0.002
H -6.574 -0.539 -1.091  0.035
O -3.168 -1.530 5.902  -0.054
H -2.558 -0.784 5.903  0.040
H -3.989 -1.166 6.250  0.045
O -3.209 -0.169 -7.196  -0.046
H -3.370 -0.605 -8.039  0.048
H -3.971 0.410 -7.079  0.051
O 9.358 4.415 1.084  -0.049
H 9.114 5.150 0.510  0.045
H 9.452 4.814 1.955  0.044

**HOMO-LUMO gap**: 0.370 Eh
**F_max**: 0.075 hartree/bohr
**Charge**: 0
**E_HOMO**: -10.1 eV